Entry P
8
Properties=species:S:1:pos:R:3 method="wB97M-V/def2-TZVPD" homo_lumo_gap_ev=7.78 smiles="C=CC=S"
C -0.89077 -0.85008 0.01623
C -0.42693 0.42959 -0.01569
C 0.98782 0.67975 0.02134
S 2.18935 -0.43072 -0.02300
H -1.93159 -1.07202 -0.12534
H -0.22779 -1.71563 0.14470
H -1.08258 1.28813 -0.14131
H 1.38249 1.67098 0.12308

Entry Q
8
Properties=species:S:1:pos:R:3 method="wB97M-V/def2-TZVPD" homo_lumo_gap_ev="8.49 / 7.07"
C 1.33085 0.40764 0.38229
C -0.06349 0.48383 -0.15678
C -1.03238 -0.55178 0.14512
S 2.63731 -0.12801 -0.11938
H -0.38494 1.44400 0.20462
H 0.23473 0.36372 -1.26795
H -0.86073 -1.61379 -0.02582
H -1.86137 -0.40563 0.83789

The computed energies, referenced to the most stable structure and given in kJ/mol, are entry P 0.0; entry Q 288.5.

Entry P
18
Properties=species:S:1:pos:R:3 method="wB97M-V/def2-TZVPD" homo_lumo_gap_ev="7.82 / 7.82"
C -2.74164 -0.08396 -0.88413
C -1.46347 -0.34708 -0.12916
C -0.43621 -0.95732 -0.71238
C 0.79129 -1.12883 0.13167
C 0.98779 -0.22271 1.20076
C 1.55471 0.96536 1.06150
C 2.23221 1.52497 -0.05200
S 3.24621 2.81815 -0.05039
H -3.55212 -0.74545 -0.94670
H -3.21388 0.75210 -0.41950
H -2.31003 0.14384 -1.77521
H -1.38950 -0.26107 0.89401
H -0.62137 -1.27852 -1.70936
H 1.75586 -1.12329 -0.36886
H 0.65803 -2.14618 0.54523
H 0.54721 -0.46491 2.23594
H 1.86961 1.45424 2.02476
H 2.08531 1.10067 -1.04619

Entry Q
18
Properties=species:S:1:pos:R:3 method="wB97M-V/def2-TZVPD" homo_lumo_gap_ev=9.68
C 0.56604 -1.39625 -1.59409
C 0.61066 -0.78644 -0.14270
C 0.69044 0.71894 -0.08835
C 0.94429 0.88821 1.37392
C 0.07796 0.02686 1.97029
C -0.69078 -0.47287 0.78935
C -0.84723 0.87149 0.01226
H 1.43956 -0.96692 -2.17347
H 0.57994 -2.49270 -1.64793
H -0.37963 -1.08375 -2.04257
H 1.38377 -1.33292 0.43464
H 1.27837 1.32828 -0.72524
H 1.52373 1.59009 1.90777
H -0.14235 -0.17949 3.00521
H -1.45952 -1.24153 0.97528
H -1.12889 1.70544 0.61295
H -2.56294 1.97319 -1.15009
S -1.88341 0.85039 -1.51724

The computed energies, referenced to the most stable structure and given in kJ/mol, are entry P 43.4; entry Q 0.0.

Entry P
9
Properties=species:S:1:pos:R:3 method="wB97M-V/def2-TZVPD" homo_lumo_gap_ev="7.67 / 8.47"
O -0.20226 0.61514 -1.51593
C -0.26942 0.18762 -0.24084
C 0.69214 0.73685 0.68788
O 1.42177 1.65083 0.32392
C -0.95307 -0.99940 0.06662
N -1.76729 -1.85855 0.36438
H 0.57933 1.20544 -1.52656
H -0.21264 -1.86946 0.12598
H 0.71144 0.33155 1.71454

Entry Q
9
Properties=species:S:1:pos:R:3 method="wB97M-V/def2-TZVPD" homo_lumo_gap_ev=11.20 smiles="N#C[C@@H](O)C=O"
N -1.45265 -0.87501 -1.84261
C -0.68889 -0.79148 -0.97841
C 0.25975 -0.48999 0.12011
O 1.57116 -0.34323 -0.30857
C -0.36331 0.74303 0.79342
O 0.24351 1.75202 1.02700
H 0.25145 -1.31142 0.84851
H 1.61386 0.39074 -0.93892
H -1.44793 0.61419 0.98657

Entry R
9
Properties=species:S:1:pos:R:3 method="wB97M-V/def2-TZVPD" homo_lumo_gap_ev=10.35 smiles="O=C=NO.C#C"
O 1.56041 -1.71337 0.01842
C 1.41316 -0.56990 -0.01534
N 1.07403 0.52081 0.31814
O 0.99607 1.79897 -0.18332
H 1.65055 2.27784 0.36792
C -1.71050 -1.16050 0.03652
C -1.64317 0.00353 -0.27072
H -1.83000 -2.19802 0.14033
H -1.51054 1.04065 -0.41194

Entry S
9
Properties=species:S:1:pos:R:3 method="wB97M-V/def2-TZVPD" homo_lumo_gap_ev="8.29 / 7.94"
O -0.64633 1.43682 0.36753
C -0.18572 0.25483 -0.06034
C -1.02608 -0.91285 0.19108
O -0.62028 -2.05245 0.08241
C 1.22574 -0.00156 -0.36811
N 1.99390 -0.68748 -1.02126
H -0.27257 2.15103 -0.17188
H 1.61439 0.47817 0.57584
H -2.08306 -0.66651 0.40473

The computed energies, referenced to the most stable structure and given in kJ/mol, are entry P 312.4; entry Q 0.0; entry R 350.3; entry S 287.0.

Entry P
10
Properties=species:S:1:pos:R:3 method="wB97M-V/def2-TZVPD" homo_lumo_gap_ev=8.51 smiles="C=NS/C=N/O"
C 2.05150 -1.03220 -0.72353
N 0.70242 -1.13229 -0.90511
S -0.10715 0.21500 -1.32558
C -0.96593 0.52239 0.17092
N -0.31512 0.47596 1.30519
O -1.23980 0.63663 2.42717
H 2.53459 -0.04234 -0.57680
H 2.66796 -1.86892 -0.48375
H -2.03365 0.59546 0.05962
H -0.76060 0.43591 3.30796

Entry Q
10
Properties=species:S:1:pos:R:3 method="wB97M-V/def2-TZVPD" homo_lumo_gap_ev=8.35 smiles="NC(=S)NC=O"
N -0.57411 -0.98459 1.77247
C -0.25115 -0.30253 0.65205
S -1.38931 0.05476 -0.39218
N 1.03552 0.20074 0.56065
C 1.56908 0.48112 -0.78212
O 0.97116 0.69755 -1.81302
H -1.47790 -1.27275 2.03098
H 0.22623 -1.20904 2.72345
H 1.76707 -0.14763 1.29320
H 2.80674 0.58823 -0.82014

Entry R
10
Properties=species:S:1:pos:R:3 method="wB97M-V/def2-TZVPD" homo_lumo_gap_ev=8.84 smiles="[H]/N=C(/N)OC=S"
H -0.00490 1.66218 -0.41273
N -0.96030 1.42344 -0.14742
C -1.16908 0.15453 -0.15236
N -2.44425 -0.28817 0.24686
O -0.33740 -0.91906 -0.19897
C 1.01868 -0.95886 -0.04396
S 1.99583 0.32475 0.12498
H -2.85489 -1.21148 0.12116
H -3.08150 0.59234 0.50374
H 1.44144 -2.00745 -0.13816

Entry S
10
Properties=species:S:1:pos:R:3 method="wB97M-V/def2-TZVPD" homo_lumo_gap_ev=9.44 smiles="O=CNNC=S"
O 2.26349 -1.44488 0.05448
C 1.59900 -0.48299 -0.26619
N 0.69962 0.14728 0.59029
N -0.41383 0.79245 0.08695
C -1.59936 0.21466 -0.11951
S -1.97383 -1.37400 0.08064
H 1.69516 -0.02695 -1.27358
H 0.43643 -0.51436 1.33527
H -0.36903 1.77378 -0.03497
H -2.33765 0.91501 -0.45338

The computed energies, referenced to the most stable structure and given in kJ/mol, are entry P 288.0; entry Q 55.8; entry R 20.4; entry S 0.0.

Entry P
10
Properties=species:S:1:pos:R:3 method="wB97M-V/def2-TZVPD" homo_lumo_gap_ev=10.08 smiles="[H]/N=C/NSC=O"
H 2.69052 1.50868 -0.61525
N 1.85489 1.08138 -0.48773
C 1.98416 0.02777 0.28398
N 0.77365 -0.56441 0.63430
S -0.44788 -0.81948 -0.50581
C -1.43735 0.40386 0.36963
O -2.54459 0.75424 0.09082
H 2.97896 -0.28563 0.71108
H 0.81403 -1.22690 1.34373
H -0.64136 0.87312 0.97917

Entry Q
10
Properties=species:S:1:pos:R:3 method="wB97M-V/def2-TZVPD" homo_lumo_gap_ev=9.26
C 0.82394 -0.58609 0.95836
C 0.56755 -0.42181 -1.57164
H -0.74665 0.81217 -0.50731
H 1.46503 -1.17704 1.48211
H 1.25479 -1.73844 -0.75403
H 0.76836 -1.24598 -2.38752
N 0.15138 0.24298 1.61096
N 0.69666 -0.98306 -0.34665
O 0.57418 0.81624 -1.84499
S -1.35126 0.50296 0.73476

Entry R
10
Properties=species:S:1:pos:R:3 method="wB97M-V/def2-TZVPD" homo_lumo_gap_ev=8.84
O 1.55652 -1.31284 -1.21992
N 1.21311 -0.00113 -1.45989
C 0.38088 0.44296 -0.57759
C -0.19787 -0.39400 0.43709
N -1.11966 -0.15193 1.30060
S -1.68226 1.47208 1.21329
H 2.15884 -1.51613 -1.93408
H 0.02002 1.46001 -0.64469
H 0.12606 -1.43104 0.59064
H -2.45563 1.43203 2.29456

Entry S
10
Properties=species:S:1:pos:R:3 method="wB97M-V/def2-TZVPD" homo_lumo_gap_ev=10.57
C 2.20153 -0.12258 0.02309
C -1.29371 0.86264 -0.29079
N 3.25519 0.12139 -0.31250
N 0.75677 -0.40181 0.67397
O -1.26078 -1.88723 -0.03119
S -0.44745 -0.81907 -0.60592
H -2.26146 0.88422 -0.96412
H -0.47547 1.66142 -0.29586
H -1.47323 0.96376 0.75233
H 0.99860 -1.26274 1.05098

The computed energies, referenced to the most stable structure and given in kJ/mol, are entry P 0.0; entry Q 82.0; entry R 123.5; entry S 151.0.

Entry P
10
Properties=species:S:1:pos:R:3 method="wB97M-V/def2-TZVPD" homo_lumo_gap_ev=9.34
H 0.63161 1.61112 -0.73415
N 1.50538 1.36624 -0.22242
C 1.38791 0.11103 0.00726
N 0.40331 -0.82244 -0.03190
O -0.77790 -0.47560 -0.73906
C -1.68905 -0.07498 0.21198
S -3.17425 0.40580 -0.13696
H 2.19934 -0.31350 0.77096
H 0.86364 -1.72945 -0.43899
H -1.34998 -0.07822 1.31328

Entry Q
10
Properties=species:S:1:pos:R:3 method="wB97M-V/def2-TZVPD" homo_lumo_gap_ev=8.47
N 1.44435 0.35637 0.28377
N 0.90169 -0.87192 -0.11220
C -0.34535 -1.00102 -0.28120
C -1.34919 0.09628 -0.14406
O -0.96700 1.34433 -0.34000
S -2.88990 -0.19811 0.17627
H 1.40995 0.50808 1.30328
H 2.40978 0.30973 0.04531
H -0.66075 -1.94974 -0.55668
H 0.04643 1.40600 -0.37449

The computed energies, referenced to the most stable structure and given in kJ/mol, are entry P 153.7; entry Q 0.0.

Entry P
10
Properties=species:S:1:pos:R:3 method="wB97M-V/def2-TZVPD" homo_lumo_gap_ev=8.87
N 0.77993 -0.59428 1.08875
C 0.37488 -0.17143 -0.09984
C 1.43152 -0.12775 -1.18699
O 2.41705 -0.83401 -1.14195
N -0.72122 0.35127 -0.54163
S -1.99967 0.62584 0.67260
H 1.65772 -1.12017 1.17214
H 0.08505 -0.90669 1.72326
H 1.13711 0.51960 -2.02010
H -1.47085 1.66209 1.38988

Entry Q
10
Properties=species:S:1:pos:R:3 method="wB97M-V/def2-TZVPD" homo_lumo_gap_ev=8.93 smiles="NC(=O)NC=S"
N -1.73323 -0.66530 -0.06862
C -0.68958 0.22329 -0.02564
O -0.86190 1.40312 0.12104
N 0.57670 -0.27481 -0.18984
C 1.69463 0.46240 -0.18680
S 3.23668 0.03245 0.09032
H -2.55258 -0.10742 0.10838
H -1.72218 -1.20226 0.78472
H 0.70127 -1.26962 -0.09055
H 1.35019 1.39814 -0.54302

The computed energies, referenced to the most stable structure and given in kJ/mol, are entry P 109.6; entry Q 0.0.